1.
Density functional theory data (ωB97M-V/def2-TZVPD) for C24H36AlBF6N4O7 as an isolated structure at a distorted geometry.

Values from the calculation:
Net charge: -2
Electronic energy (hartree): -2548.2316
Molar mass (g/mol): 644.4
Highest occupied orbital energy (eV): -0.10
Kohn-Sham gap (eV): 3.51

Element x y z (Å)
C (0.761, 2.543, 1.244)
C (-0.474, 2.072, 0.305)
O (-1.520, 1.508, 1.159)
B (-1.490, 0.057, 1.140)
O (-0.236, -0.690, 0.976)
Al (-3.229, -1.110, 1.297)
C (-3.268, -2.449, -0.249)
O (-3.079, -2.051, -1.464)
O (-3.485, -3.809, -0.039)
C (-4.900, 0.124, 1.028)
O (-4.642, 1.333, 0.750)
C (-6.393, -0.472, 1.179)
F (-6.431, -1.767, 0.562)
F (-6.783, -0.706, 2.543)
C (-7.513, 0.397, 0.379)
F (-8.667, -0.434, 0.211)
F (-6.952, 0.690, -0.878)
C (-7.977, 1.675, 1.226)
F (-9.135, 1.259, 1.979)
F (-7.040, 2.118, 2.187)
C (-8.449, 2.935, 0.368)
O (-8.785, 2.936, -0.821)
O (-8.534, 4.181, 1.085)
H (0.598, 2.286, 2.339)
H (0.846, 3.697, 1.192)
H (1.758, 2.136, 0.862)
H (-0.921, 3.003, -0.187)
H (-0.126, 1.364, -0.517)
H (-0.500, -1.638, 0.945)
H (-3.270, -1.750, 2.752)
H (-7.648, 4.399, 1.457)
C (-3.803, -1.876, -5.715)
C (-2.714, -2.756, -6.318)
C (-1.616, -3.121, -5.319)
C (-0.850, -1.948, -4.883)
N (-0.247, -1.029, -4.542)
H (-3.406, -0.910, -5.398)
H (-4.586, -1.687, -6.455)
H (-4.263, -2.360, -4.850)
H (-2.282, -2.250, -7.188)
H (-3.175, -3.680, -6.684)
H (-0.932, -3.835, -5.789)
H (-2.054, -3.624, -4.452)
C (0.601, -1.050, 4.362)
C (2.119, -1.163, 4.285)
C (2.846, -0.146, 5.169)
C (2.630, 1.238, 4.733)
N (2.459, 2.325, 4.396)
H (0.252, -0.085, 3.988)
H (0.134, -1.828, 3.754)
H (0.251, -1.169, 5.391)
H (2.435, -1.053, 3.243)
H (2.410, -2.170, 4.602)
H (3.919, -0.360, 5.142)
H (2.525, -0.261, 6.208)
C (4.583, -1.472, -1.593)
C (4.933, -1.879, -0.167)
C (3.743, -1.801, 0.791)
C (3.274, -0.424, 0.976)
N (2.902, 0.655, 1.118)
H (4.274, -0.426, -1.645)
H (5.454, -1.593, -2.241)
H (3.775, -2.091, -1.991)
H (5.752, -1.251, 0.198)
H (5.303, -2.910, -0.181)
H (4.043, -2.207, 1.762)
H (2.925, -2.428, 0.425)
C (7.309, 1.873, 0.436)
C (7.501, 2.960, -0.615)
C (6.411, 2.959, -1.688)
C (6.438, 1.741, -2.505)
N (6.451, 0.784, -3.144)
H (7.377, 0.875, -0.005)
H (8.083, 1.951, 1.203)
H (6.336, 1.968, 0.925)
H (8.487, 2.846, -1.077)
H (7.495, 3.934, -0.114)
H (6.555, 3.826, -2.340)
H (5.428, 3.072, -1.222)

Löwdin atomic charge list, values in e, 6 entries: -0.119 -0.235 -0.091 -0.553 -0.026 0.448


2.
Density functional theory data (ωB97M-V/def2-TZVPD) for C4H7NO as an isolated structure.

Values from the calculation:
Electronic energy (hartree): -286.4459
Molar mass (g/mol): 85.1
Highest occupied orbital energy (eV): -8.35
Energy above the lowest of the compared OMol25 structures with the same formula, charge and spin (kcal per mole): 116.6
Kohn-Sham gap (eV): 9.05

Element x y z (Å)
O (-1.471, -0.752, 1.221)
C (-1.107, -0.148, -0.002)
C (-0.246, 1.124, 0.066)
N (0.961, 0.627, -0.660)
C (1.202, -0.730, -0.127)
C (-0.081, -0.939, -0.845)
H (-0.734, -1.310, 1.503)
H (-2.038, 0.020, -0.547)
H (0.038, 1.413, 1.083)
H (-0.657, 1.998, -0.443)
H (1.267, -0.672, 0.966)
H (2.100, -1.180, -0.551)
H (0.767, 0.549, -1.665)

Löwdin atomic charge list, values in e, 6 entries: -0.029 -0.420 -0.130 -0.024 -0.232 0.050


3.
Density functional theory data (ωB97M-V/def2-TZVPD) for one molecule with the formula C6H8.

Values from the calculation:
Electronic energy (hartree): -233.2435
Molar mass (g/mol): 80.1
Highest occupied orbital energy (eV): -7.85
Energy above the lowest of the compared OMol25 structures with the same formula, charge and spin (kcal per mole): 90.0
Kohn-Sham gap (eV): 7.44

Element x y z (Å)
C (-1.613, 1.781, -0.166)
C (-0.957, 0.997, 0.913)
C (-0.020, 0.016, 0.447)
C (0.516, -0.997, 1.167)
C (0.691, -0.434, -0.848)
C (1.319, -1.562, 0.027)
H (-2.618, 1.327, -0.224)
H (-1.177, 1.761, -1.179)
H (-1.802, 2.814, 0.147)
H (0.369, -1.303, 2.201)
H (0.029, -0.804, -1.638)
H (1.409, 0.268, -1.285)
H (1.074, -2.588, -0.269)
H (2.403, -1.493, 0.171)

Löwdin atomic charge list, values in e, 6 entries: -0.173 0.010 -0.311 0.003 -0.135 -0.156


4.
Density functional theory data (ωB97M-V/def2-TZVPD) for a 8-piece molecular cluster, C16H48O8 overall at a distorted geometry.

Values from the calculation:
Electronic energy (hartree): -1240.2530
Molar mass (g/mol): 368.6
Highest occupied orbital energy (eV): -9.48
Energy above the lowest of the compared OMol25 structures with the same formula, charge and spin (kcal per mole): 34.5
Kohn-Sham gap (eV): 10.01

Element x y z (Å)
C (1.276, 2.594, -0.878)
C (-0.078, 2.416, -0.162)
O (-0.056, 2.862, 1.187)
H (1.643, 3.615, -0.836)
H (1.218, 2.227, -1.890)
H (2.109, 2.018, -0.466)
H (-0.374, 1.385, -0.312)
H (-0.786, 3.100, -0.625)
H (0.463, 2.189, 1.648)
C (4.435, -1.747, -3.573)
C (3.335, -1.732, -2.485)
O (3.982, -2.092, -1.227)
H (5.189, -1.009, -3.259)
H (3.881, -1.514, -4.473)
H (4.878, -2.720, -3.622)
H (2.546, -2.465, -2.711)
H (2.811, -0.775, -2.329)
H (4.334, -2.976, -1.395)
C (-3.848, 3.103, 0.117)
C (-3.595, 1.856, -0.749)
O (-4.870, 1.254, -0.962)
H (-4.443, 2.777, 0.976)
H (-4.391, 3.875, -0.437)
H (-2.901, 3.488, 0.490)
H (-3.006, 1.100, -0.246)
H (-3.142, 2.032, -1.722)
H (-5.304, 1.787, -1.621)
C (-1.961, -2.239, -3.181)
C (-2.391, -0.786, -3.129)
O (-1.327, 0.078, -2.799)
H (-1.135, -2.341, -3.867)
H (-2.770, -2.881, -3.489)
H (-1.638, -2.593, -2.187)
H (-3.208, -0.648, -2.409)
H (-2.773, -0.499, -4.114)
H (-1.267, 0.039, -1.810)
C (5.387, 2.027, 1.203)
C (5.280, 0.780, 0.353)
O (4.012, 0.195, 0.618)
H (5.263, 1.684, 2.223)
H (4.602, 2.735, 0.951)
H (6.340, 2.553, 1.057)
H (6.079, 0.063, 0.603)
H (5.412, 1.047, -0.704)
H (3.918, -0.593, 0.048)
C (-5.409, -2.037, 2.481)
C (-4.567, -0.982, 1.727)
O (-4.295, -1.537, 0.437)
H (-6.357, -2.211, 1.963)
H (-5.615, -1.676, 3.520)
H (-4.806, -2.944, 2.562)
H (-3.649, -0.713, 2.244)
H (-5.056, -0.014, 1.588)
H (-4.597, -0.876, -0.202)
C (0.638, -1.272, 0.383)
C (-0.795, -1.776, 0.446)
O (-1.679, -0.805, -0.094)
H (0.840, -1.057, -0.666)
H (1.291, -2.060, 0.807)
H (0.767, -0.360, 0.984)
H (-1.053, -1.957, 1.518)
H (-0.859, -2.691, -0.157)
H (-2.575, -1.167, -0.009)
C (0.869, -0.196, 4.186)
C (2.179, 0.167, 3.516)
O (1.870, 0.952, 2.381)
H (1.080, -0.790, 5.089)
H (0.186, -0.736, 3.511)
H (0.308, 0.629, 4.604)
H (2.698, -0.760, 3.338)
H (2.792, 0.706, 4.224)
H (2.664, 0.893, 1.812)

Löwdin atomic charge list, values in e, 6 entries: -0.066 -0.305 -0.074 0.071 0.064 0.049


5.
Density functional theory data (ωB97M-V/def2-TZVPD) for C20H38NOSbSe2Te2W as an isolated structure at a distorted geometry.

Values from the calculation:
Net charge: +2
Electronic energy (hartree): -6560.5432
Molar mass (g/mol): 1027.2
Highest occupied orbital energy (spin up / spin down) (eV): -12.95 / -12.94
Energy above the lowest of the compared OMol25 structures with the same formula, charge and spin (kcal per mole): 54.2
Kohn-Sham gap (spin up / spin down) (eV): 5.16 / 5.16

Element x y z (Å)
W (-0.628, -1.485, -0.155)
Se (-2.574, -0.938, 1.003)
Te (-4.816, -2.177, 0.331)
Te (-4.089, -3.124, -1.944)
Se (-1.719, -2.060, -2.120)
O (1.489, -1.825, 0.146)
C (1.732, -1.826, -1.294)
C (1.680, -3.202, -1.947)
C (1.491, -4.374, -0.988)
C (0.225, -4.632, -0.193)
C (-0.044, -5.982, 0.019)
C (-1.042, -6.391, 0.879)
C (-1.758, -5.413, 1.546)
C (-1.482, -4.094, 1.272)
N (-0.535, -3.673, 0.398)
H (1.947, -2.547, 0.598)
H (2.644, -1.261, -1.496)
H (0.930, -1.151, -1.688)
H (2.630, -3.378, -2.451)
H (0.909, -3.211, -2.724)
H (2.321, -4.393, -0.267)
H (1.653, -5.273, -1.581)
H (0.561, -6.715, -0.491)
H (-1.238, -7.441, 1.037)
H (-2.528, -5.652, 2.264)
H (-2.040, -3.317, 1.774)
C (2.314, 3.402, 0.156)
C (2.076, 1.919, 0.438)
C (2.453, 1.561, 1.878)
C (2.989, 1.120, -0.490)
Sb (-0.051, 1.392, 0.162)
C (-1.080, 2.412, 1.832)
C (-2.554, 2.626, 1.482)
C (-0.946, 1.557, 3.096)
C (-0.467, 3.793, 2.088)
C (-0.777, 2.298, -1.692)
C (-2.212, 1.833, -1.951)
C (-0.742, 3.823, -1.627)
C (0.125, 1.795, -2.821)
H (3.324, 3.650, 0.485)
H (1.628, 4.072, 0.671)
H (2.267, 3.613, -0.913)
H (3.531, 1.687, 1.994)
H (2.218, 0.517, 2.119)
H (1.978, 2.198, 2.616)
H (3.983, 1.569, -0.456)
H (2.671, 1.129, -1.534)
H (3.096, 0.096, -0.139)
H (-3.071, 1.723, 1.158)
H (-2.675, 3.388, 0.711)
H (-3.062, 2.990, 2.375)
H (-1.455, 0.594, 3.016)
H (-1.408, 2.096, 3.924)
H (0.091, 1.373, 3.370)
H (-0.496, 4.438, 1.210)
H (0.553, 3.749, 2.457)
H (-1.065, 4.277, 2.861)
H (-2.924, 2.257, -1.243)
H (-2.312, 0.742, -1.934)
H (-2.502, 2.171, -2.947)
H (-1.317, 4.216, -0.791)
H (-1.197, 4.215, -2.538)
H (0.269, 4.221, -1.570)
H (0.052, 0.707, -2.947)
H (1.173, 2.069, -2.679)
H (-0.200, 2.247, -3.760)

Löwdin atomic charge list, values in e, 6 entries: 0.538 0.123 0.325 0.324 0.137 -0.229


6.
Density functional theory data (ωB97M-V/def2-TZVPD) for one molecule with the formula C17H29N5O7.

Values from the calculation:
Electronic energy (hartree): -1465.6685
Molar mass (g/mol): 415.4
Highest occupied orbital energy (eV): -8.92
Energy above the lowest of the compared OMol25 structures with the same formula, charge and spin (kcal per mole): 6.0
Kohn-Sham gap (eV): 9.52

Element x y z (Å)
C (-1.279, 0.835, -7.484)
O (-1.713, 0.453, -6.198)
C (-2.279, 1.526, -5.485)
C (-2.528, 1.087, -4.069)
O (-1.275, 0.779, -3.467)
C (-1.388, 0.533, -2.070)
C (-1.463, 1.853, -1.302)
O (-2.353, 2.090, -0.503)
N (-0.479, 2.710, -1.639)
C (-0.463, 4.094, -1.243)
C (-1.182, 5.024, -2.241)
O (-2.562, 4.746, -2.347)
C (-3.336, 5.011, -1.187)
C (-0.838, 6.488, -1.927)
C (0.534, 6.699, -2.574)
N (0.586, 5.681, -3.627)
C (1.737, 5.477, -4.314)
O (2.717, 6.181, -4.128)
C (1.733, 4.319, -5.301)
C (3.130, 3.945, -5.792)
C (3.323, 2.432, -5.887)
N (3.058, 1.797, -4.598)
C (1.877, 1.249, -4.174)
O (0.959, 0.893, -5.062)
N (1.812, 1.167, -2.882)
N (3.018, 1.693, -2.386)
C (3.699, 2.054, -3.417)
O (4.915, 2.611, -3.438)
C (-0.616, 4.866, -3.650)
H (-0.856, -0.045, -7.961)
H (-2.112, 1.209, -8.090)
H (-0.510, 1.614, -7.421)
H (-1.597, 2.389, -5.489)
H (-3.226, 1.846, -5.940)
H (-3.018, 1.901, -3.520)
H (-3.171, 0.202, -4.047)
H (-2.279, -0.055, -1.843)
H (-0.491, -0.015, -1.779)
H (0.295, 2.322, -2.169)
H (-0.919, 4.193, -0.257)
H (0.577, 4.414, -1.156)
H (-4.372, 4.831, -1.465)
H (-3.079, 4.339, -0.368)
H (-3.233, 6.054, -0.872)
H (-1.592, 7.120, -2.402)
H (-0.824, 6.712, -0.861)
H (0.657, 7.697, -2.995)
H (1.356, 6.543, -1.873)
H (1.282, 3.468, -4.792)
H (1.056, 4.554, -6.127)
H (3.344, 4.390, -6.764)
H (3.867, 4.354, -5.101)
H (2.640, 1.972, -6.601)
H (4.342, 2.191, -6.187)
H (0.134, 0.650, -4.581)
H (5.185, 2.746, -2.520)
H (-0.415, 3.821, -3.880)
H (-1.355, 5.241, -4.365)

Löwdin atomic charge list, values in e, 6 entries: -0.103 -0.180 -0.211 -0.156 -0.178 -0.091


7.
Density functional theory data (ωB97M-V/def2-TZVPD) for one molecule with the formula C3H8N2S at a distorted geometry.

Values from the calculation:
Electronic energy (hartree): -626.7082
Molar mass (g/mol): 104.2
Highest occupied orbital energy (eV): -8.67
Energy above the lowest of the compared OMol25 structures with the same formula, charge and spin (kcal per mole): 72.2
Kohn-Sham gap (eV): 9.57

Element x y z (Å)
C (-1.445, 1.775, 1.368)
N (-1.332, 0.353, 1.647)
N (-0.053, -0.165, 1.733)
C (0.602, -0.300, 0.639)
C (0.230, -0.018, -0.858)
S (1.089, -0.968, -2.138)
H (-0.643, 2.358, 1.923)
H (-2.409, 2.231, 1.766)
H (-1.429, 2.069, 0.214)
H (-1.791, 0.410, 2.534)
H (1.660, -0.602, 0.918)
H (0.709, 1.030, -0.904)
H (-0.918, 0.091, -1.078)
H (0.765, -2.153, -1.726)

Löwdin atomic charge list, values in e, 6 entries: -0.163 -0.160 -0.026 -0.230 -0.586 0.694


8.
Density functional theory data (ωB97M-V/def2-TZVPD) for a 2-piece molecular cluster, C23H21F3O4S overall at a distorted geometry.

Values from the calculation:
Electronic energy (hartree): -1887.6287
Molar mass (g/mol): 450.5
Highest occupied orbital energy (eV): -6.10
Kohn-Sham gap (eV): 3.87

Element x y z (Å)
C (-2.049, 2.711, -2.538)
O (-2.568, 1.693, -1.671)
C (-1.938, 1.441, -0.498)
C (-2.526, 0.469, 0.357)
C (-2.053, 0.291, 1.637)
C (-1.001, 1.096, 2.156)
C (-0.562, 0.963, 3.517)
O (0.629, 1.366, 3.876)
C (1.306, 0.632, 4.922)
C (-0.321, 1.941, 1.243)
C (-0.783, 2.130, -0.043)
H (-2.748, 2.717, -3.368)
H (-2.037, 3.698, -2.050)
H (-1.040, 2.453, -2.895)
H (-3.362, -0.112, -0.033)
H (-2.425, -0.518, 2.264)
H (-1.126, 0.373, 4.265)
H (2.266, 1.122, 5.061)
H (0.724, 0.677, 5.857)
H (1.462, -0.417, 4.615)
H (0.615, 2.394, 1.555)
H (-0.269, 2.822, -0.713)
F (-8.217, 0.806, 4.270)
C (-7.943, 2.051, 3.793)
F (-7.992, 1.966, 2.431)
F (-8.983, 2.850, 4.174)
C (-6.622, 2.557, 4.268)
C (-5.862, 3.364, 3.427)
C (-4.578, 3.729, 3.801)
C (-3.970, 3.227, 4.986)
C (-2.585, 3.453, 5.212)
S (-2.006, 3.495, 6.850)
C (-0.608, 4.630, 6.967)
C (0.622, 4.165, 6.507)
C (1.769, 4.945, 6.662)
C (1.692, 6.207, 7.254)
C (0.451, 6.686, 7.683)
C (-0.702, 5.903, 7.555)
O (-3.012, 4.161, 7.647)
O (-1.489, 2.200, 7.227)
C (-4.855, 2.592, 5.892)
C (-6.135, 2.219, 5.527)
H (-6.270, 3.694, 2.476)
H (-4.016, 4.440, 3.200)
H (-2.127, 4.240, 4.621)
H (0.672, 3.187, 6.036)
H (2.724, 4.549, 6.319)
H (2.590, 6.815, 7.369)
H (0.386, 7.682, 8.124)
H (-1.659, 6.281, 7.910)
H (-4.583, 2.415, 6.925)
H (-6.764, 1.662, 6.213)

Löwdin atomic charge list, values in e, 6 entries: -0.054 -0.062 -0.233 0.021 0.001 -0.181